1.
Below is a structure of composition C33H36AsF5MoN6O2Se, with properties calculated with wB97M-V/def2-TZVPD.

CARTESIAN COORDINATES (ANGSTROEM)
Mo (0.455, 0.713, 0.152)
Se (-0.076, 0.652, -2.008)
As (2.879, 1.037, -0.147)
F (-3.618, 6.619, -0.244)
F (-2.953, 1.972, 0.124)
F (-0.970, 7.031, 0.181)
F (-4.615, 4.096, -0.277)
F (0.689, 4.912, 0.572)
O (-0.919, -1.418, -0.054)
O (-0.321, 2.363, 0.525)
N (-1.774, -0.249, 3.821)
N (-0.445, 0.085, 2.111)
N (0.206, -0.696, 2.960)
N (-0.269, -1.538, 5.080)
N (1.960, -0.508, 0.305)
N (-0.618, -0.862, 3.937)
C (-1.121, 3.427, 0.354)
C (3.509, -4.297, 1.200)
C (-1.457, 5.805, 0.173)
C (4.352, 2.226, 3.568)
C (-2.815, 5.594, -0.052)
C (4.121, 3.633, -1.076)
C (1.627, -2.804, 1.027)
C (3.530, 2.030, 2.470)
C (-2.475, 3.224, 0.122)
C (5.045, 2.699, -3.188)
C (2.108, 2.496, 2.556)
C (-2.941, -2.713, -0.480)
C (6.070, 1.936, -5.353)
C (4.354, -3.279, 0.790)
C (-3.326, 4.301, -0.073)
C (4.282, 2.495, -2.047)
C (6.570, 2.091, 4.746)
C (6.195, 0.547, 0.068)
C (3.098, -1.109, -2.783)
C (3.695, 1.230, -1.872)
C (2.485, -1.777, 0.623)
C (4.071, 1.432, 1.318)
C (-1.639, 0.352, 2.654)
C (4.593, 0.480, -3.945)
C (3.800, 0.216, -2.834)
C (-2.345, -1.335, -0.322)
C (6.204, 1.308, 2.392)
C (5.434, 1.088, 1.252)
C (2.146, -4.055, 1.313)
C (-0.615, 4.723, 0.380)
C (3.847, -2.022, 0.501)
C (5.234, 1.699, -4.135)
C (5.692, 1.859, 3.557)
H (1.417, 1.662, 2.730)
H (5.606, 0.342, -0.823)
H (-4.009, -2.632, -0.681)
H (4.516, -1.246, 0.158)
H (5.986, 2.291, 5.641)
H (2.710, -1.365, -1.801)
H (5.500, 3.669, -3.342)
H (3.936, 2.695, 4.451)
H (5.432, 2.084, -6.225)
H (1.984, 3.175, 3.398)
H (7.209, 1.229, 4.933)
H (4.865, 3.604, -0.277)
H (3.129, 3.664, -0.607)
H (5.415, -3.462, 0.685)
H (7.222, 2.948, 4.571)
H (6.696, 2.818, -5.241)
H (3.772, -1.907, -3.092)
H (2.260, -1.104, -3.483)
H (0.569, -2.620, 1.119)
H (6.963, 1.266, -0.219)
H (6.712, -0.371, 0.354)
H (-2.805, -3.309, 0.421)
H (0.339, -2.314, 4.840)
H (1.792, 3.040, 1.663)
H (4.706, -0.297, -4.691)
H (-2.509, -0.719, -1.211)
H (6.712, 1.080, -5.558)
H (-0.518, -1.951, -0.755)
H (-2.492, -3.243, -1.322)
H (-1.119, -1.812, 5.560)
H (1.480, -4.851, 1.619)
H (-2.770, -0.809, 0.530)
H (7.254, 1.041, 2.352)
H (4.237, 4.578, -1.603)
H (3.907, -5.277, 1.421)
H (-2.391, 0.978, 2.206)

Results
* calculated total energy: -189451.510 eV
* strongest force on any atom: 1.7 eV/Å
* gap between HOMO and LUMO: 6.163 eV
* charge: +2
* relative energy (zero: lowest compared OMol25 entry of this formula, charge and spin): 25.3 kcal/mol
* HOMO level: -13.71 eV

Results of the Mulliken charge analysis, in e, for atoms 1 through 5:
1. Mo -0.70
2. Se -0.23
3. As 3.67
4. F -0.26
5. F -0.25



2.
Below is a structure of composition C2H5N3S3, with properties calculated with wB97M-V/def2-TZVPD.

CARTESIAN COORDINATES (ANGSTROEM)
S (-2.622, -0.205, -0.086)
S (2.513, -0.893, 0.370)
S (0.906, 1.870, -0.660)
N (-0.795, 1.088, 1.319)
N (-1.373, -1.338, -0.589)
N (0.997, -1.445, -0.193)
C (-0.177, 0.784, 0.166)
C (-0.215, -0.737, -0.210)
H (0.916, -2.206, -0.920)
H (-3.890, -1.352, 0.239)
H (-0.646, 2.031, 1.915)
H (2.493, 0.632, -0.450)
H (-1.069, 0.117, 1.741)

Results
* calculated total energy: -39125.962 eV
* strongest force on any atom: 6.0 eV/Å
* gap between HOMO and LUMO: 7.206 eV
* relative energy (zero: lowest compared OMol25 entry of this formula, charge and spin): 119.9 kcal/mol
* HOMO level: -8.13 eV

Results of the Mulliken charge analysis, in e, for atoms 1 through 5:
1. S -0.21
2. S -0.20
3. S -0.31
4. N -0.44
5. N -0.43